# 1
# C3H9NS

2 unconnected molecules or ions with the total composition C3H9NS (ωB97M-V with the def2-TZVPD basis set, OMol25).

Computed properties:
- DFT total energy (Ha) = -572.59993
- gap between HOMO and LUMO (Eh) = 0.3596
- energy relative to the best compared isomer or geometry (same formula, charge and spin) (kcal per mole) = 25.20
- SMILES = C=N.CCS
- HOMO level (eV) = -8.903
- strongest force on any atom (Eh/bohr) = 0.0137

Last column: Löwdin charge in e.
Element x y z (Å)
C (1.53, -1.31, -2.18)  -0.1428
N (0.42, -0.74, -2.05)  0.0224
H (2.49, -0.79, -2.24)  0.0635
H (1.58, -2.39, -2.33)  0.0577
H (0.50, -0.95, 2.91)  -0.1610
H (0.51, 0.25, -1.84)  0.0324
C (-1.47, 1.00, 0.51)  -0.1994
C (-0.27, 0.62, 1.35)  -0.6381
S (-0.43, -1.10, 1.95)  0.6634
H (-1.57, 0.41, -0.40)  0.0524
H (-2.38, 0.95, 1.11)  0.0668
H (-1.40, 2.05, 0.20)  0.0726
H (0.66, 0.70, 0.80)  0.0463
H (-0.15, 1.30, 2.20)  0.0639

---

# 2
# C32H27IrN3O6PS

A molecular structure, C32H27IrN3O6PS in a non-equilibrium geometry (ωB97M-V with the def2-TZVPD basis set, OMol25).

Computed properties:
- DFT total energy (Ha) = -2694.86684
- gap between HOMO and LUMO (alpha / beta) (Eh) = 0.2059 / 0.2133
- energy relative to the best compared isomer or geometry (same formula, charge and spin) (kcal per mole) = 100.58
- 2S+1 = 2
- total charge = +1
- HOMO level (alpha / beta) (eV) = -10.634 / -10.636
- strongest force on any atom (Eh/bohr) = 0.0727

Last column: Löwdin charge in e.
Element x y z (Å)
Ir (-0.19, -0.42, 0.57)  1.4483
O (4.24, 3.15, 0.61)  0.0826
C (4.80, 1.97, 0.36)  -0.2560
C (6.20, 1.90, 0.37)  0.0040
C (6.84, 0.71, 0.13)  -0.0563
C (6.11, -0.45, -0.12)  -0.0748
C (4.74, -0.40, -0.15)  -0.0234
C (4.05, 0.80, 0.08)  -0.0686
C (2.59, 0.78, 0.06)  -0.3770
O (1.98, -0.29, -0.22)  -0.1431
N (1.94, 1.91, 0.34)  0.0640
N (0.64, 1.78, 0.40)  -0.0744
C (-0.22, 2.69, 0.68)  -0.0373
C (-1.61, 2.30, 0.62)  -0.2531
C (-2.66, 3.11, 1.06)  0.0119
C (-3.96, 2.65, 0.93)  -0.0184
C (-4.19, 1.42, 0.32)  -0.0026
C (-3.09, 0.68, -0.09)  -0.1133
N (-1.85, 1.08, 0.09)  0.0052
H (3.26, 3.07, 0.60)  0.0769
H (6.74, 2.81, 0.57)  0.1223
H (7.92, 0.68, 0.14)  0.1114
H (6.62, -1.39, -0.30)  0.1029
H (4.15, -1.28, -0.34)  0.0885
H (0.06, 3.71, 0.92)  0.1447
H (-2.44, 4.06, 1.52)  0.1246
H (-4.78, 3.24, 1.30)  0.1207
H (-5.18, 1.03, 0.17)  0.1224
H (-3.23, -0.28, -0.56)  0.0874
O (-2.06, -1.42, 1.55)  -0.3490
S (-2.30, -2.37, 0.44)  0.4920
O (-3.68, -2.54, 0.10)  -0.2352
O (-1.43, -1.96, -0.70)  -0.4476
C (-1.62, -3.91, 1.00)  -0.2744
C (-2.43, -4.85, 1.60)  -0.0254
C (-1.85, -6.02, 2.08)  -0.0302
C (-0.48, -6.20, 1.98)  -0.0350
C (0.32, -5.23, 1.40)  -0.0347
C (-0.25, -4.07, 0.90)  -0.3005
P (0.77, -2.78, 0.11)  1.1226
C (2.38, -3.02, 0.93)  -0.3592
C (2.63, -2.33, 2.11)  -0.0788
C (3.81, -2.52, 2.80)  -0.0467
C (4.76, -3.40, 2.31)  -0.0568
C (4.53, -4.08, 1.12)  -0.0638
C (3.34, -3.89, 0.43)  -0.0971
C (0.95, -3.31, -1.61)  -0.3265
C (0.07, -4.21, -2.21)  -0.0586
C (0.23, -4.53, -3.54)  -0.0514
C (1.25, -3.97, -4.28)  -0.0484
C (2.12, -3.06, -3.69)  -0.0499
C (1.97, -2.72, -2.36)  -0.0763
H (-3.49, -4.66, 1.66)  0.1247
H (-2.47, -6.77, 2.54)  0.1185
H (-0.04, -7.11, 2.34)  0.1179
H (1.39, -5.38, 1.34)  0.1083
H (1.89, -1.63, 2.48)  0.0790
H (4.00, -1.98, 3.71)  0.1147
H (5.68, -3.56, 2.84)  0.1120
H (5.26, -4.77, 0.73)  0.1130
H (3.16, -4.42, -0.50)  0.1123
H (-0.74, -4.64, -1.63)  0.1122
H (-0.45, -5.23, -4.00)  0.1143
H (1.37, -4.23, -5.32)  0.1138
H (2.91, -2.61, -4.27)  0.1147
H (2.62, -1.99, -1.90)  0.0917
C (-0.51, -0.02, 3.65)  -0.2270
O (0.36, -0.09, 2.61)  -0.3627
H (-1.16, 0.86, 3.55)  0.0790
H (0.04, 0.04, 4.60)  0.1059
H (-1.16, -0.91, 3.68)  0.0688

---

# 3
# C4H8O3

A single C4H8O3 molecule (ωB97M-V with the def2-TZVPD basis set, OMol25).

Computed properties:
- DFT total energy (Ha) = -382.91559
- gap between HOMO and LUMO (Eh) = 0.4118
- energy relative to the best compared isomer or geometry (same formula, charge and spin) (kcal per mole) = 30.89
- SMILES = COC(=O)[C@@H](C)O
- HOMO level (eV) = -10.360
- strongest force on any atom (Eh/bohr) = 0.0124

Last column: Löwdin charge in e.
Element x y z (Å)
C (-0.15, -2.34, -0.59)  -0.0482
O (-0.57, -1.46, 0.45)  -0.0371
C (-0.73, -0.21, -0.04)  -0.4695
O (-1.34, 0.06, -1.04)  0.1375
C (0.02, 0.80, 0.81)  -0.3616
C (1.01, 1.59, -0.05)  -0.0243
O (-0.93, 1.63, 1.44)  -0.0012
H (-0.99, -2.75, -1.15)  0.0948
H (0.45, -3.11, -0.11)  0.0964
H (0.47, -1.74, -1.27)  0.0982
H (0.55, 0.25, 1.58)  0.1501
H (1.79, 0.95, -0.47)  0.0886
H (1.48, 2.35, 0.57)  0.0864
H (0.48, 2.08, -0.88)  0.0876
H (-1.55, 1.89, 0.75)  0.1025

---

# 4
# C14H16O

2 unconnected molecules or ions with the total composition C14H16O in a non-equilibrium geometry (ωB97M-V with the def2-TZVPD basis set, OMol25).

Computed properties:
- DFT total energy (Ha) = -618.26904
- gap between HOMO and LUMO (Eh) = 0.3385
- energy relative to the best compared isomer or geometry (same formula, charge and spin) (kcal per mole) = 29.47
- SMILES = Cc1ccc(O)cc1.Cc1ccccc1
- HOMO level (eV) = -8.348
- strongest force on any atom (Eh/bohr) = 0.0632

Last column: Löwdin charge in e.
Element x y z (Å)
C (1.20, -4.05, 0.85)  -0.0593
C (0.33, -0.06, 2.04)  -0.1154
C (-0.31, -1.13, 2.69)  -0.0548
C (1.40, -0.29, 1.22)  -0.1382
C (0.08, -2.42, 2.27)  -0.0574
C (1.77, -1.57, 0.83)  -0.0465
C (1.01, -2.63, 1.27)  -0.2942
H (0.05, 1.00, 2.24)  0.1243
H (-0.92, -0.99, 3.54)  0.0902
H (1.83, 0.53, 0.66)  0.0894
H (-0.41, -3.22, 2.79)  0.1070
H (2.66, -1.77, 0.25)  0.1163
H (1.83, -4.11, -0.05)  0.0763
H (0.22, -4.46, 0.56)  0.0865
H (1.68, -4.74, 1.54)  0.0791
C (1.59, 1.29, -1.92)  -0.0610
C (-0.73, 0.78, -0.92)  -0.0676
C (0.15, 1.58, -1.64)  -0.2800
C (-2.04, 1.13, -0.65)  -0.0251
C (-2.46, 2.42, -0.98)  -0.3083
C (-0.38, 2.82, -2.05)  -0.0519
C (-1.66, 3.26, -1.78)  -0.0163
O (-3.68, 3.02, -0.74)  0.0200
H (-0.25, -0.10, -0.37)  0.1137
H (-2.71, 0.43, -0.16)  0.1156
H (1.58, 0.22, -2.16)  0.0814
H (2.34, 1.34, -1.16)  0.0547
H (0.32, 3.47, -2.58)  0.1111
H (-4.38, 2.35, -0.64)  0.1057
H (-1.98, 4.30, -2.02)  0.1270
H (1.87, 1.61, -2.91)  0.0778